No. 1
C15H36BFN2O2 | the ωB97M-V functional and the def2-TZVPD basis

Last column: Löwdin charge in e.
Atoms and positions in Å:
C: -0.3177 -1.0137 -3.7394  -0.058
B: -1.2943 0.1833 -3.1090  -0.274
F: -0.9968 0.9248 -1.8398  0.010
C: -2.6923 0.4771 -3.9876  -0.031
C: -3.8945 -0.2915 -3.1147  -0.270
O: -4.0625 -0.0772 -1.8037  0.000
O: -4.7152 -1.2568 -3.8820  -0.025
H: 0.7030 -1.0102 -3.1634  0.080
H: -0.9220 -2.0341 -3.6196  0.096
H: -0.2109 -0.8427 -4.8963  0.079
H: -2.5778 -0.0230 -5.0641  0.122
H: -2.8893 1.6324 -4.0982  0.132
H: -4.0616 -2.0213 -4.0642  0.136
C: 2.0494 1.7581 -0.4050  -0.095
C: 2.7444 2.7381 0.5359  -0.269
N: 2.2119 4.1027 0.4808  -0.190
C: 3.0496 5.0778 1.1886  -0.254
C: 3.1871 4.9266 2.7002  -0.096
C: 0.7715 4.2476 0.7021  -0.248
C: 0.2036 3.7383 2.0221  -0.090
H: 2.0893 2.1080 -1.4421  0.080
H: 2.5486 0.7842 -0.3607  0.071
H: 1.0030 1.5973 -0.1302  0.053
H: 3.8008 2.7602 0.2445  0.116
H: 2.7074 2.3314 1.5537  0.095
H: 2.6919 6.0918 0.9686  0.111
H: 4.0564 5.0387 0.7531  0.107
H: 2.2901 5.2653 3.2230  0.055
H: 4.0151 5.5457 3.0588  0.070
H: 3.4006 3.8953 3.0011  0.068
H: 0.2456 3.7364 -0.1136  0.100
H: 0.4865 5.3011 0.5793  0.115
H: 0.6169 2.7684 2.3132  0.069
H: -0.8804 3.6155 1.9344  0.073
H: 0.3765 4.4479 2.8343  0.054
C: -2.1714 -1.5483 0.2493  -0.082
C: -1.9377 -3.0449 0.4344  -0.260
N: -0.5690 -3.4792 0.1401  -0.189
C: -0.4291 -4.9384 0.0711  -0.255
C: -0.6713 -5.7332 1.3503  -0.095
C: 0.5015 -2.7880 0.8618  -0.251
C: 0.4737 -2.8366 2.3853  -0.089
H: -1.9134 -1.2292 -0.7662  0.047
H: -3.2285 -1.3148 0.4154  0.077
H: -1.5933 -0.9516 0.9608  0.073
H: -2.6247 -3.5584 -0.2482  0.117
H: -2.2391 -3.3225 1.4516  0.096
H: 0.5670 -5.1903 -0.3150  0.110
H: -1.1243 -5.3096 -0.6930  0.106
H: 0.1694 -5.6503 2.0423  0.055
H: -0.7794 -6.7952 1.1095  0.071
H: -1.5851 -5.4248 1.8693  0.069
H: 0.4977 -1.7347 0.5555  0.096
H: 1.4754 -3.1590 0.5154  0.114
H: -0.5288 -2.6823 2.7944  0.070
H: 1.1143 -2.0474 2.7913  0.072
H: 0.8618 -3.7847 2.7642  0.055

Forces on the atoms, in the same order (eV/Å):
-0.4 0.5 0.7
0.3 0.6 1.2
-0.9 -2.3 -4.1
-0.4 -0.5 0.5
-0.4 1.0 5.0
0.7 -1.5 -8.9
3.4 0.5 1.8
-1.9 -0.4 -1.4
1.5 2.0 -0.1
0.0 -0.3 2.3
-0.5 1.1 2.4
0.0 -2.4 0.4
-1.5 1.7 0.2
-0.2 0.0 0.0
-0.2 0.1 -0.1
0.2 0.3 0.0
0.1 -0.1 -0.3
0.0 0.1 0.3
-0.1 -0.2 -0.4
-0.2 0.0 0.3
-0.1 0.0 0.2
0.0 0.1 0.0
0.1 0.0 -0.1
-0.1 0.3 0.1
0.0 -0.1 0.1
-0.1 -0.2 -0.1
-0.1 -0.2 -0.1
0.1 -0.1 0.0
0.0 0.0 0.0
-0.1 0.1 -0.1
0.2 0.0 0.1
0.3 -0.1 0.0
0.0 0.1 -0.1
0.1 0.0 0.0
0.0 -0.2 0.0
0.1 -0.1 0.1
0.2 0.2 0.0
0.2 -0.3 -0.3
-0.1 0.2 -0.2
0.0 -0.2 0.3
-0.1 0.3 -0.3
0.2 0.0 0.3
0.0 -0.1 0.3
0.2 -0.1 -0.1
0.0 0.0 -0.1
0.2 -0.2 0.1
-0.1 0.0 0.1
0.0 0.2 0.1
0.0 0.2 0.1
-0.1 0.0 0.0
0.0 0.1 0.0
0.1 0.0 -0.1
-0.2 -0.1 0.0
-0.3 -0.2 -0.1
0.1 0.0 -0.1
-0.1 0.0 0.0
-0.1 0.1 0.0

Results
lowest unoccupied orbital energy: 0.092 eV
HOMO-LUMO gap: 8.1 eV
2S+1: 1
charge: 0
F_max: 9.0 eV/A
SMILES: CB(F)CC(=O)O.CCN(CC)CC.CCN(CC)CC
E_tot: -977.7639 hartree



No. 2
C15H36BrFO5S2Si2 | the ωB97M-V functional and the def2-TZVPD basis

Last column: Löwdin charge in e.
Atoms and positions in Å:
C: -1.5075 -3.5049 -2.8245  -0.101
C: -1.6377 -2.7905 -1.4701  -0.280
C: -1.4009 -1.2610 -1.5951  -0.360
C: -2.5973 -0.4406 -1.0751  -0.105
Si: 0.1982 -0.7053 -0.8160  0.368
F: 0.8199 -1.9000 0.0701  -0.107
C: 0.0616 0.7655 0.3084  -0.168
C: 1.4592 1.2722 0.6626  -0.227
O: 1.4440 1.8349 1.9933  -0.039
C: 2.6154 1.7740 2.6674  -0.532
C: 3.8523 2.1497 1.8985  0.008
O: 2.6282 1.4860 3.8422  0.109
O: 1.2745 -0.2688 -1.9964  -0.321
Si: 2.5745 -1.1278 -2.5596  0.488
C: 4.0280 0.0266 -2.8183  -0.338
C: 4.0203 1.0431 -3.9694  -0.783
C: 4.4201 2.4406 -3.5110  -0.170
Br: 2.3076 1.1827 -4.9125  0.675
H: -2.3698 -3.2745 -3.4565  0.076
H: -1.4123 -4.5858 -2.7111  0.068
H: -0.6215 -3.1401 -3.3566  0.067
H: -2.6417 -2.9644 -1.0755  0.074
H: -0.9298 -3.2579 -0.7823  0.079
H: -1.3002 -1.0388 -2.6654  0.106
H: -2.5757 0.5847 -1.4575  0.078
H: -3.5295 -0.8933 -1.4293  0.081
H: -2.6481 -0.3990 0.0140  0.064
H: -0.4823 1.5480 -0.2266  0.073
H: -0.4766 0.5170 1.2243  0.100
H: 1.7881 2.0201 -0.0638  0.126
H: 2.1873 0.4528 0.6403  0.109
H: 4.1957 1.2881 1.3160  0.086
H: 4.6366 2.4047 2.6114  0.091
H: 3.6714 2.9669 1.1991  0.089
H: 2.2032 -1.8141 -3.8120  -0.023
H: 3.0123 -2.1422 -1.5773  -0.009
H: 4.1877 0.5670 -1.8780  0.069
H: 4.8980 -0.6313 -2.9405  0.077
H: 4.7231 0.7182 -4.7368  0.079
H: 3.7525 2.7932 -2.7195  0.075
H: 5.4495 2.4206 -3.1390  0.083
H: 4.3611 3.1510 -4.3387  0.065
C: -1.7671 5.5027 2.1146  -0.269
S: -1.3575 3.7513 2.1018  0.808
O: -1.9679 3.1988 0.8630  -0.547
C: -2.4447 3.2945 3.4557  -0.260
H: -1.2177 5.9710 1.3009  0.048
H: -2.8385 5.6267 1.9585  0.057
H: -1.4606 5.9397 3.0651  0.052
H: -3.4678 3.5779 3.2097  0.058
H: -2.1115 3.7884 4.3683  0.054
H: -2.3760 2.2157 3.5770  0.051
C: -2.2748 -3.8994 3.2839  -0.263
S: -3.0693 -3.7059 1.6843  0.792
O: -3.7187 -2.3700 1.6820  -0.538
C: -4.3658 -4.9170 1.9726  -0.265
H: -1.4553 -3.1852 3.3284  0.050
H: -2.9953 -3.6901 4.0743  0.058
H: -1.8841 -4.9129 3.3724  0.054
H: -4.9372 -4.6334 2.8562  0.057
H: -3.9172 -5.9021 2.1002  0.053
H: -5.0121 -4.9179 1.0977  0.050

Forces on the atoms, in the same order (eV/Å):
0.1 0.4 0.1
0.1 -0.2 -0.4
-0.2 -0.2 0.0
-0.1 0.1 -0.2
-0.5 0.6 -0.2
0.2 -0.1 -0.1
0.4 0.1 -0.3
-0.1 -0.1 -0.2
0.0 -0.4 0.0
-0.1 0.1 0.9
0.3 -0.2 -0.1
-0.1 0.3 -0.8
0.3 -0.7 0.5
-0.1 0.3 -0.3
0.0 0.0 -0.1
0.5 0.1 0.2
-0.1 0.0 -0.2
-0.1 0.0 0.0
0.1 -0.1 0.0
-0.1 0.0 0.0
0.0 -0.1 0.0
0.1 0.0 0.1
-0.1 0.1 0.1
0.0 0.0 0.1
0.1 -0.1 0.1
0.1 0.0 0.1
0.0 -0.1 0.0
-0.2 0.0 0.3
-0.1 0.0 -0.1
0.0 0.0 0.1
0.0 0.1 0.1
0.0 0.1 0.0
-0.1 0.0 -0.1
0.0 0.0 0.1
0.0 -0.1 0.0
0.0 0.0 0.1
-0.1 -0.1 0.0
0.0 0.1 0.1
-0.2 0.0 -0.1
0.1 -0.1 0.0
-0.1 0.0 0.0
0.1 -0.1 0.1
0.0 0.1 0.1
0.0 0.1 0.0
0.0 0.0 -0.1
0.0 0.0 0.1
0.0 0.0 0.0
0.0 0.0 0.0
0.0 0.0 0.0
0.0 0.0 0.0
0.0 0.0 0.0
0.0 0.0 0.0
0.0 0.0 0.1
0.1 -0.1 0.0
0.0 0.1 0.0
-0.1 0.0 0.0
0.0 0.0 0.0
0.0 0.0 0.0
0.0 0.0 0.0
0.0 0.0 0.0
0.0 0.0 0.0
0.0 0.0 0.0

Results
lowest unoccupied orbital energy: 0.549 eV
HOMO-LUMO gap: 9.4 eV
2S+1: 1
charge: 0
F_max: 1.0 eV/A
E_tot: -5018.6935 hartree



No. 3
C15H37BF3O15PS3 | the ωB97M-V functional and the def2-TZVPD basis

Last column: Löwdin charge in e.
Atoms and positions in Å:
C: 0.2999 -0.2499 -2.5293  -0.110
C: 0.7298 1.2307 -3.0224  -0.134
B: 1.3887 2.0176 -1.7721  -0.550
O: 2.5149 1.3723 -1.1182  0.063
O: 0.9322 3.2919 -1.2509  -0.043
P: -0.1519 3.0307 0.0324  0.667
O: -0.2998 1.5236 0.2236  -0.280
O: -1.6477 3.5964 -0.5576  -0.130
O: 0.2427 3.8964 1.4079  -0.176
C: 1.0381 3.1279 2.3443  -0.165
C: 2.5782 2.9979 1.9519  -0.155
O: 3.3767 4.1110 2.4052  -0.139
C: 4.7811 3.8042 2.3469  -0.081
C: 5.4642 4.2016 0.9700  -0.427
F: 6.7844 4.6182 1.2568  0.060
F: 4.7908 5.1691 0.2475  0.113
F: 5.6136 3.0776 0.1449  0.073
H: -0.2379 -0.7445 -3.4026  0.082
H: -0.4098 -0.2114 -1.6493  0.062
H: 1.2308 -0.8245 -2.2311  0.080
H: 1.5020 1.0544 -3.8481  0.104
H: -0.1592 1.7696 -3.4761  0.100
H: 2.0770 0.6745 -0.5808  0.100
H: -1.7744 3.0711 -1.3815  0.085
H: 0.9302 3.6363 3.3627  0.154
H: 0.6612 2.0647 2.5095  0.106
H: 2.9235 1.9938 2.3830  0.148
H: 2.6277 2.9875 0.8164  0.120
H: 5.2472 4.3364 3.2415  0.155
H: 4.9430 2.6790 2.4675  0.145
O: 0.8201 1.6735 -6.3623  -0.288
S: 1.0313 2.0053 -7.7470  0.602
O: 0.2392 1.4212 -8.7942  -0.277
O: 2.5945 1.8047 -8.0994  -0.264
C: 3.1939 0.5335 -7.8357  -0.265
C: 2.7831 -0.5059 -8.8621  -0.076
C: 0.9875 3.7642 -7.9265  -0.121
H: 2.9593 0.2019 -6.8203  0.114
H: 4.2750 0.6785 -7.8856  0.123
H: 1.7184 -0.7336 -8.7876  0.070
H: 3.3370 -1.4350 -8.7136  0.081
H: 2.9652 -0.1399 -9.8749  0.086
H: 1.6155 4.2160 -7.1614  0.075
H: -0.0470 4.0844 -7.8009  0.077
H: 1.3371 4.0257 -8.9241  0.076
O: 0.6501 -0.4694 4.5598  -0.290
S: -0.7594 -0.6465 4.3212  0.595
O: -1.7497 0.0915 5.0573  -0.280
O: -1.1100 -2.2201 4.4080  -0.270
C: -0.7529 -2.9341 5.5955  -0.265
C: -1.6914 -2.6146 6.7437  -0.075
C: -1.0754 -0.4416 2.5941  -0.125
H: 0.2875 -2.7339 5.8672  0.116
H: -0.8259 -3.9975 5.3603  0.115
H: -1.5883 -1.5745 7.0589  0.070
H: -1.4785 -3.2497 7.6060  0.083
H: -2.7308 -2.7595 6.4421  0.070
H: -0.3544 -1.0272 2.0277  0.080
H: -0.9653 0.6164 2.3589  0.036
H: -2.0938 -0.7628 2.3803  0.072
O: -3.3853 -4.8631 4.7747  -0.279
S: -4.6687 -5.2135 4.2267  0.603
O: -4.9128 -6.4997 3.6341  -0.276
O: -5.1238 -4.0633 3.1887  -0.261
C: -4.2409 -3.7286 2.1151  -0.266
C: -4.2568 -4.7828 1.0238  -0.074
C: -5.9126 -4.9154 5.4480  -0.119
H: -3.2268 -3.5617 2.4903  0.109
H: -4.5920 -2.7803 1.7024  0.123
H: -3.8383 -5.7254 1.3806  0.071
H: -3.6678 -4.4573 0.1639  0.081
H: -5.2798 -4.9859 0.6992  0.086
H: -5.7606 -3.9271 5.8773  0.074
H: -5.8103 -5.6797 6.2186  0.078
H: -6.8925 -4.9916 4.9792  0.076

Forces on the atoms, in the same order (eV/Å):
-0.2 0.5 -0.4
-0.1 -0.3 0.1
1.0 -1.2 0.2
-2.3 0.8 -0.2
-1.6 -1.0 2.2
-1.0 -1.5 -1.3
0.9 2.7 0.0
3.1 -0.4 0.9
-0.7 -1.6 -2.9
1.5 -0.6 1.9
-1.2 -0.2 -0.8
0.6 -1.3 0.0
-0.4 -0.2 0.4
0.9 -0.4 -0.1
-2.4 -0.3 -0.8
1.4 -1.7 1.4
-0.4 2.0 1.2
0.8 0.4 1.2
0.8 0.0 -1.0
-1.2 0.5 -0.5
-1.0 0.5 1.1
1.0 -0.7 0.4
0.6 0.3 -0.4
0.1 0.4 0.6
0.2 -0.4 -1.6
0.2 1.5 -0.6
-0.2 1.4 -0.5
0.1 -0.4 1.3
-0.3 -0.5 -1.6
0.0 1.5 -0.2
0.0 -0.2 -0.6
0.5 0.3 -0.3
0.1 0.0 0.6
-0.7 0.6 0.2
0.3 -0.9 0.0
-0.3 -0.1 -0.1
0.1 0.0 0.0
-0.1 0.2 0.0
-0.2 0.3 0.0
0.1 0.0 0.0
0.1 0.1 0.0
0.1 0.0 0.1
0.0 -0.1 0.0
0.0 -0.2 0.0
0.0 -0.1 0.1
-0.5 0.1 0.2
-0.4 -0.7 -0.5
0.6 -0.1 0.0
0.2 0.8 -0.5
0.1 -0.5 0.9
-0.1 0.3 0.1
0.0 -0.1 0.1
-0.1 0.2 -0.2
-0.1 0.2 -0.3
0.0 -0.1 0.0
0.0 -0.1 -0.1
0.1 -0.1 0.0
0.0 0.0 0.1
0.0 -0.1 0.0
0.1 0.0 0.1
-0.2 -0.4 -0.4
-0.5 0.4 -0.1
0.4 0.4 0.2
-0.1 -0.4 0.8
0.6 0.0 -0.8
0.0 -0.3 0.1
-0.1 0.1 0.0
-0.1 -0.1 0.2
-0.2 -0.1 0.3
0.0 0.1 0.0
0.0 0.1 0.1
0.1 0.1 0.0
0.0 0.0 -0.1
0.1 0.0 -0.1
0.1 0.0 0.0

Results
lowest unoccupied orbital energy: 0.218 eV
HOMO-LUMO gap: 10.8 eV
2S+1: 1
charge: 0
F_max: 3.3 eV/A
SMILES: CCB(O)O[P@](=O)(O)OCCOCC(F)(F)F.CCOS(C)(=O)=O.CCOS(C)(=O)=O.CCOS(C)(=O)=O
E_tot: -3582.8095 hartree